{"formula": "C21H22N2O5S", "method": "ωB97M-V with the def2-TZVPD basis set", "relative_energy_kj_mol": 2204.2, "homo_energy_ha": -0.2866, "elements": ["C", "C", "C", "C", "C", "C", "C", "H", "H", "S", "O", "O", "N", "C", "C", "C", "C", "C", "C", "H", "H", "O", "C", "C", "O", "N", "H", "C", "C", "C", "C", "C", "O", "H", "H", "H", "H", "H", "H", "H", "H", "H", "C", "H", "H", "H", "H", "H", "H", "H", "H"], "xyz": [[-7.0354, -1.6233, -0.5311], [-5.5925, -0.9704, -0.5459], [-4.4249, -1.6378, -0.5428], [-3.2852, -1.1579, -0.4979], [-3.2331, 0.0763, -0.6037], [-4.4508, 0.9485, -0.4256], [-5.7274, 0.2981, -0.3553], [-6.5530, 1.0518, -0.6647], [-4.3424, 2.1341, -0.5547], [-1.6022, 0.9702, -0.4249], [-0.9622, 0.8042, -1.5505], [-1.9044, 2.5219, -0.2863], [-0.9810, 0.1150, 0.8621], [0.3222, -0.1264, 1.0527], [1.1713, 0.0631, 1.9279], [2.3733, -0.5089, 2.2093], [2.9058, -1.4887, 1.1197], [1.9605, -1.6739, 0.1077], [0.8292, -0.9744, -0.0501], [0.0345, -1.2639, -0.6868], [2.2444, -2.2716, -0.8746], [4.0364, -1.7107, 1.3321], [4.7261, -2.2669, 0.0802], [4.6531, -1.3580, -0.9915], [4.5538, -1.5994, -2.5515], [4.9997, -0.1102, -0.7934], [5.0108, -0.1285, 0.2038], [4.6336, 1.1721, -1.6513], [3.3814, 1.7320, -0.9022], [2.1584, 1.7576, -1.2051], [1.5571, 2.7645, -0.3566], [2.5400, 3.0460, 0.3537], [3.7681, 2.5819, 0.0866], [2.5882, 3.5962, 1.3077], [0.4771, 2.8440, -0.2216], [1.6400, 1.4802, -2.0126], [5.5060, 1.6605, -1.8742], [4.3215, 0.6467, -2.3371], [4.2162, -3.2689, -0.2506], [5.6501, -2.4819, 0.3941], [3.2045, -0.3286, 3.0508], [0.7538, 0.8251, 3.0853], [-1.6717, 0.8475, 2.1913], [-1.2127, 1.7414, 2.3968], [-1.5152, 0.2921, 2.9408], [-2.4887, 0.9281, 1.9774], [-2.3507, -1.8168, -0.4060], [-4.5267, -2.9526, -0.4928], [-7.8428, -0.8682, -0.3628], [-7.4409, -1.8212, -1.5999], [-7.0729, -2.4897, -0.0762]]}



{"formula": "C4H9N3", "method": "ωB97M-V with the def2-TZVPD basis set", "relative_energy_kj_mol": 323.6, "homo_energy_ha": -0.2681, "elements": ["C", "C", "C", "C", "N", "N", "N", "H", "H", "H", "H", "H", "H", "H", "H", "H"], "xyz": [[-1.3103, 0.0364, 1.3978], [0.9993, -0.4803, 1.2503], [0.0185, 1.4407, -0.7632], [-0.3121, -0.4327, 0.5448], [-2.0301, 0.6646, 2.0278], [0.4095, 0.8733, -1.9299], [-0.7273, -1.5722, -0.2329], [1.3493, -1.4869, 1.2727], [1.8490, 0.1778, 0.8408], [0.9848, -0.3361, 2.3417], [-0.9014, 2.0250, -0.7378], [0.7122, 1.8209, -0.1103], [1.2542, 0.3941, -1.9911], [-0.2113, 0.2588, -2.4708], [-0.3353, -1.8249, -1.1268], [-1.7490, -1.5586, -0.3131]]}



{"formula": "C49H68N4O27", "method": "ωB97M-V with the def2-TZVPD basis set", "homo_energy_ha": -0.1526, "elements": ["C", "C", "C", "O", "C", "N", "H", "H", "H", "H", "H", "H", "H", "H", "H", "H", "H", "H", "C", "C", "O", "H", "H", "H", "H", "H", "C", "O", "C", "C", "O", "C", "H", "H", "H", "H", "H", "H", "H", "H", "H", "H", "C", "O", "N", "C", "C", "H", "H", "H", "H", "H", "H", "H", "C", "O", "N", "C", "C", "H", "H", "H", "H", "H", "H", "H", "C", "O", "N", "C", "C", "H", "H", "H", "H", "H", "H", "H", "C", "C", "C", "O", "C", "C", "C", "O", "O", "O", "H", "H", "H", "H", "C", "C", "C", "O", "C", "C", "C", "O", "O", "O", "H", "H", "H", "H", "C", "C", "C", "O", "C", "C", "C", "O", "O", "O", "H", "H", "H", "H", "C", "C", "C", "O", "C", "C", "C", "O", "O", "O", "H", "H", "H", "H", "C", "C", "C", "O", "C", "C", "C", "O", "O", "O", "H", "H", "H", "H"], "xyz": [[20.4744, 16.5776, 7.6725], [19.8277, 15.5505, 8.5463], [18.5652, 16.0856, 9.3501], [17.9938, 15.0647, 10.0105], [16.6034, 15.2814, 10.3778], [19.3989, 14.2297, 7.7933], [18.7222, 14.4672, 7.0821], [20.2059, 13.7521, 7.4181], [18.8055, 13.6489, 8.3682], [21.4395, 16.2260, 7.3076], [20.5101, 17.5032, 8.2470], [19.8732, 16.8246, 6.7976], [20.5361, 15.2082, 9.3006], [17.8915, 16.5639, 8.6392], [18.8965, 16.8808, 10.0180], [15.9571, 15.6532, 9.5828], [16.5960, 16.0995, 11.0980], [16.2082, 14.3403, 10.7602], [23.1472, 12.8871, 2.0019], [23.8285, 11.8360, 2.7775], [23.0240, 11.1080, 3.6845], [23.7852, 13.3990, 1.2814], [22.7090, 13.5838, 2.7165], [22.3335, 12.4470, 1.4255], [24.5914, 12.3518, 3.3606], [24.3303, 11.1497, 2.0954], [14.6217, 13.5548, 5.5232], [15.2771, 14.7763, 5.2435], [14.5245, 15.6707, 4.4893], [15.2838, 16.8698, 4.0604], [16.6239, 16.7646, 3.5479], [16.8756, 15.5959, 2.6989], [15.0008, 13.0366, 6.4040], [14.4916, 12.9355, 4.6357], [13.5751, 13.6763, 5.8025], [13.5874, 15.9362, 4.9787], [14.2972, 15.0760, 3.6046], [15.2999, 17.5495, 4.9123], [14.7133, 17.2839, 3.2289], [16.8526, 14.6476, 3.2358], [17.7653, 15.5245, 2.0733], [16.0664, 15.5585, 1.9696], [14.9340, 6.7370, 13.6709], [14.0258, 6.0335, 13.9894], [15.7717, 6.4720, 12.5779], [16.9527, 7.3683, 12.3354], [15.8450, 5.0658, 12.0335], [15.2416, 7.6761, 14.1562], [17.6891, 7.3609, 13.1390], [16.5414, 8.3435, 12.0746], [17.3491, 6.9498, 11.4103], [15.0332, 4.4265, 12.3805], [15.9298, 5.0194, 10.9478], [16.7741, 4.6157, 12.3831], [21.8962, 24.2662, 8.3917], [22.3762, 23.1737, 7.9577], [20.8033, 24.8148, 7.9321], [20.5173, 26.1689, 8.2136], [19.9171, 24.3310, 6.8498], [22.4283, 24.8741, 9.1398], [21.1592, 26.4606, 9.0449], [19.4802, 26.2903, 8.5263], [20.6130, 26.7290, 7.2834], [20.1523, 23.2686, 6.7868], [18.8609, 24.2840, 7.1152], [20.1317, 24.8964, 5.9429], [22.7540, 9.2070, 11.0006], [22.1995, 10.1666, 11.6483], [23.0846, 8.0102, 11.4956], [23.9371, 7.0529, 10.7561], [23.0541, 7.6327, 12.9225], [22.8642, 9.1926, 9.9052], [24.0854, 7.4244, 9.7422], [23.3435, 6.1404, 10.6996], [24.8332, 6.9750, 11.3719], [24.0174, 7.4868, 13.4111], [22.7264, 8.3820, 13.6431], [22.4349, 6.7502, 13.0833], [27.2652, 17.7145, 9.3973], [28.1373, 18.7709, 9.1657], [29.4784, 18.6004, 8.4962], [30.2612, 19.4978, 8.2817], [29.7688, 17.1955, 8.2669], [28.8955, 16.1963, 8.4418], [27.5823, 16.3129, 9.1081], [26.8019, 15.4351, 9.3267], [29.2414, 14.9734, 8.0350], [27.7366, 20.0467, 9.4981], [26.2828, 17.9351, 9.7879], [30.7025, 16.9572, 7.7792], [28.5688, 14.3143, 8.2216], [26.9292, 20.2669, 9.0277], [16.7694, 8.4354, 2.4248], [16.5810, 7.9018, 3.6807], [15.2595, 7.3317, 4.1319], [15.0572, 6.9122, 5.2323], [14.3041, 7.2743, 2.9592], [14.5219, 7.7684, 1.7079], [15.7190, 8.5732, 1.3842], [16.0317, 9.1867, 0.3548], [13.6483, 7.5504, 0.6717], [17.5360, 7.9147, 4.5646], [17.6662, 8.9798, 2.1686], [13.4718, 6.5971, 3.0820], [13.8370, 8.0207, -0.1437], [18.3424, 8.2533, 4.1689], [28.0460, 19.5410, 2.7906], [27.2750, 20.5753, 3.2221], [27.6474, 22.0455, 3.2181], [26.9565, 22.9711, 3.6360], [28.8759, 22.2122, 2.3775], [29.6973, 21.1721, 1.9936], [29.3308, 19.7519, 2.1116], [30.1341, 18.8549, 1.9095], [30.9214, 21.4433, 1.4781], [26.1027, 20.3933, 3.7661], [27.6489, 18.5386, 2.8533], [29.1077, 23.2289, 2.0965], [31.4101, 20.6673, 1.1945], [25.7241, 21.2397, 4.0150], [14.5541, 24.6337, 12.9191], [15.3863, 24.3749, 13.9757], [16.1634, 23.0680, 14.0340], [17.0868, 22.6437, 14.7449], [15.8184, 22.2152, 12.9832], [14.9398, 22.4741, 11.9301], [14.2320, 23.7616, 11.8330], [13.3977, 24.0780, 10.9513], [14.7615, 21.5965, 10.9518], [15.8124, 25.2644, 14.9440], [14.2404, 25.6629, 12.8258], [16.2252, 21.2154, 12.9455], [13.9948, 21.8236, 10.4205], [16.5552, 24.9793, 15.4813], [7.9016, 14.1862, 6.8925], [6.9144, 14.2934, 5.9474], [5.9670, 15.4424, 5.8786], [5.0645, 15.5431, 5.0654], [6.1958, 16.4527, 6.9598], [7.1600, 16.3241, 7.9186], [8.1217, 15.1289, 7.9993], [8.9471, 14.8999, 8.9004], [7.3113, 17.3068, 8.8079], [6.6857, 13.2345, 5.0958], [8.3579, 13.2078, 6.9227], [5.5631, 17.3246, 7.0361], [8.1142, 17.0635, 9.2745], [5.7739, 13.3744, 4.8302]]}



{"formula": "C4H4N2O2", "method": "ωB97M-V with the def2-TZVPD basis set", "relative_energy_kj_mol": 214.1, "homo_energy_ha": -0.3360, "elements": ["O", "C", "C", "N", "C", "C", "O", "N", "H", "H", "H", "H"], "xyz": [[0.9482, 0.5096, 2.2881], [0.5066, 0.2123, 1.0277], [0.6308, -1.1782, 0.7941], [0.4059, -1.7205, -0.4296], [-0.0938, -0.8082, -1.4163], [-0.4609, 0.4521, -0.9684], [-1.1473, 1.2702, -1.8949], [-0.0542, 0.9488, 0.2030], [0.3081, 1.3471, 2.5935], [0.8438, -1.9778, 1.6287], [-0.6399, -1.0810, -2.3845], [-1.2472, 2.0257, -1.4413]]}



{"formula": "C31H26Br3N5O10", "method": "ωB97M-V with the def2-TZVPD basis set", "relative_energy_kj_mol": 248.5, "homo_energy_ha": -0.3671, "elements": ["C", "Br", "Br", "Br", "H", "C", "C", "C", "C", "C", "C", "N", "O", "O", "H", "H", "H", "H", "H", "C", "C", "C", "C", "C", "C", "N", "O", "O", "H", "H", "H", "H", "H", "C", "C", "C", "C", "C", "C", "N", "O", "O", "H", "H", "H", "H", "H", "C", "C", "C", "C", "C", "C", "N", "O", "O", "H", "H", "H", "H", "H", "C", "C", "C", "C", "C", "C", "N", "O", "O", "H", "H", "H", "H", "H"], "xyz": [[-21.3410, -11.7999, -3.0949], [-22.5752, -12.1199, -1.5364], [-19.7529, -10.5632, -2.6319], [-22.4445, -10.9800, -4.4435], [-20.9759, -12.7602, -3.4591], [-12.6392, -16.5351, -1.5010], [-12.6852, -15.1661, -1.7334], [-13.7392, -14.7327, -2.6111], [-14.7978, -15.5852, -2.9674], [-14.8008, -16.8878, -2.5837], [-13.7443, -17.3938, -1.8788], [-15.7273, -15.0975, -3.9725], [-15.6755, -13.9372, -4.3276], [-16.7757, -15.7727, -4.1778], [-11.7940, -16.9404, -0.9646], [-11.8992, -14.5156, -1.3791], [-13.7692, -13.7149, -2.9710], [-15.5730, -17.5420, -2.9607], [-13.6446, -18.4628, -1.7621], [-19.1332, -4.2188, -5.6930], [-18.0881, -3.3630, -5.5362], [-17.4734, -3.2851, -4.2880], [-17.8502, -4.1348, -3.2338], [-18.9808, -4.9069, -3.3536], [-19.6317, -4.9500, -4.5908], [-17.0993, -4.1342, -1.9688], [-16.1943, -3.3266, -1.9036], [-17.4588, -4.8717, -1.0769], [-19.6879, -4.2432, -6.6193], [-17.7536, -2.7256, -6.3412], [-16.6237, -2.6290, -4.1707], [-19.3576, -5.5400, -2.5639], [-20.5317, -5.5194, -4.7700], [-21.7720, -19.6221, -9.5497], [-21.0789, -19.8415, -8.3864], [-21.3914, -19.0911, -7.2255], [-22.4188, -18.1652, -7.2430], [-23.1666, -17.9252, -8.4030], [-22.7465, -18.5730, -9.5890], [-22.7384, -17.4481, -5.9942], [-23.6307, -16.6473, -6.0188], [-21.9520, -17.5356, -5.0973], [-21.5379, -20.2234, -10.4158], [-20.3369, -20.6225, -8.3098], [-20.8709, -19.2286, -6.2893], [-23.9661, -17.2004, -8.3590], [-23.2790, -18.3015, -10.4885], [-29.2520, -12.1119, -2.7772], [-28.8511, -13.2799, -2.1183], [-29.7069, -14.3906, -2.1936], [-30.9029, -14.3150, -2.9272], [-31.2816, -13.1426, -3.5535], [-30.5122, -12.0293, -3.4075], [-31.8572, -15.4367, -2.8852], [-32.5796, -15.5916, -3.8023], [-31.9072, -16.0596, -1.8650], [-28.6759, -11.1995, -2.7332], [-27.9138, -13.4237, -1.6014], [-29.4567, -15.2482, -1.5867], [-32.2884, -13.1386, -3.9443], [-30.8387, -11.0745, -3.7922], [-25.7967, -18.1526, -0.2116], [-26.9422, -18.7714, 0.2981], [-27.2035, -18.6808, 1.6573], [-26.3712, -17.9422, 2.5299], [-25.3069, -17.2118, 1.9546], [-25.0301, -17.2859, 0.5993], [-26.6468, -17.9202, 3.9755], [-27.7284, -18.3451, 4.4518], [-25.7472, -17.4680, 4.7101], [-25.6268, -18.2396, -1.2746], [-27.4438, -19.4622, -0.3634], [-28.0459, -19.1893, 2.1024], [-24.6249, -16.7187, 2.6314], [-24.2830, -16.7624, 0.0211]]}



These records have gap between HOMO and LUMO values of 8.014; 7.933; 1.581; 9.523; 9.129 eV, in the order they appear.